Computed, not measured: a molecular structure, C2H5ClO at a distorted geometry, with ωB97M-V/def2-TZVPD.

Last column: Löwdin charge in e.
Element x y z (Å)
C1 -1.04 -0.58 0.66  0.10
C2 0.87 0.64 -0.61  -0.66
O1 -0.52 0.62 -0.62  -0.25
Cl1 1.50 -0.95 -1.17  0.54
H1 -2.05 -0.67 0.44  0.04
H2 -1.07 -0.02 1.60  0.06
H3 -0.14 -1.27 0.66  0.04
H4 1.09 1.37 -1.32  0.05
H5 1.36 0.86 0.36  0.09

## Properties
E_HOMO in eV: -10.37
2S+1: 1
HOMO-LUMO gap in eV: 11.178